Entry from the Open Molecules 2025 dataset: the molecule C21H28N4O3S (ωB97M-V with the def2-TZVPD basis set).

Geometry as ORCA input:
```
! RIJCOSX wB97M-V def2-TZVPD def2/J DEFGRID3
* xyz 0 1
C -0.6482 0.8912 4.8803
C -0.0595 0.6924 3.4896
C 0.6193 -0.6593 3.3380
H 1.0924 -0.7487 2.3589
H 1.3634 -0.8109 4.1221
S -0.5973 -2.0235 3.4678
C 0.5279 -3.4307 3.1287
C -0.1928 -4.5868 2.4444
H -0.9445 -4.9959 3.1212
H 0.5402 -5.3685 2.2313
C -0.8934 -4.1722 1.1502
N 0.0366 -3.6099 0.2011
C 0.0843 -3.9373 -1.0957
O -0.5979 -4.7829 -1.6325
C 1.1380 -3.1127 -1.8673
N 0.8375 -1.6945 -1.8606
C 1.1515 -0.9016 -0.7924
O 1.6971 -1.3563 0.2115
C 0.7673 0.4817 -0.9506
C 0.9122 1.5313 -0.0860
C 0.3246 2.6547 -0.7109
C 0.1775 3.9858 -0.2726
C -0.4561 4.8742 -1.1186
C -0.9336 4.4555 -2.3634
C -0.8080 3.1609 -2.8124
C -0.1709 2.2461 -1.9740
N 0.1078 0.9049 -2.1115
C -0.1287 -0.0249 -3.1066
N 0.2254 -1.2440 -2.9735
C -0.8067 0.3755 -4.3787
C -0.9383 -0.7906 -5.3497
H -1.5014 -1.5990 -4.8944
H 0.0422 -1.1718 -5.6176
H -1.4496 -0.4644 -6.2516
H -0.2304 1.1808 -4.8426
H -1.7994 0.7635 -4.1337
H -1.1983 2.8919 -3.7775
H -1.4229 5.1827 -2.9937
H -0.5959 5.9052 -0.8362
O 0.6768 4.2687 0.9560
C 0.5348 5.5786 1.4502
H 1.0562 6.3046 0.8183
H 0.9882 5.5712 2.4400
H -0.5189 5.8618 1.5364
H 1.3815 1.5026 0.8745
H 1.1446 -3.4414 -2.9063
H 2.1181 -3.2624 -1.4060
H 0.6534 -2.8764 0.5342
H -1.3641 -5.0355 0.6752
H -1.6668 -3.4320 1.3877
H 1.3346 -3.0426 2.5076
H 0.9439 -3.7599 4.0823
H 0.6801 1.4728 3.2912
H -0.8491 0.7808 2.7403
H 0.1316 0.8301 5.6369
H -1.3890 0.1222 5.0855
H -1.1269 1.8646 4.9552
*
```

Kohn-Sham gap ... 0.30313 Ha
E_HOMO ... -8.0 eV
SMILES ... CCCSCCCNC(=O)Cn1nc(CC)n2c(cc3c(OC)cccc32)c1=O
Calculated total energy ... -1659.9796 hartree
Relative energy (zero: lowest compared OMol25 entry of this formula, charge and spin) ... 236.5 kJ/mol

How positive or negative is each atom? The Mulliken charges in e answer that: number 1, C, carries -1.380; number 2, C, carries -0.320; number 3, C, carries -0.069; number 4, H, carries -0.102; number 5, H, carries 0.385; number 6, S, carries -0.222; number 7, C, carries -0.610; number 8, C, carries -0.812; number 9, H, carries 0.360; number 10, H, carries 0.339; number 11, C, carries -0.774; number 12, N, carries 0.212; number 13, C, carries 0.798; number 14, O, carries -0.688; number 15, C, carries -1.057; number 16, N, carries 0.768; number 17, C, carries 0.115; number 18, O, carries -0.765; number 19, C, carries 0.417; number 20, C, carries -0.841; number 21, C, carries 0.891; number 22, C, carries 0.497; number 23, C, carries -0.806; number 24, C, carries -1.099; number 25, C, carries -0.841; number 26, C, carries 0.570; number 27, N, carries -0.012; number 28, C, carries 0.439; number 29, N, carries -0.850; number 30, C, carries -0.231; number 31, C, carries -1.632; number 32, H, carries 0.333; number 33, H, carries 0.337; number 34, H, carries 0.466; number 35, H, carries 0.362; number 36, H, carries 0.351; number 37, H, carries 0.342; number 38, H, carries 0.387; number 39, H, carries 0.419; number 40, O, carries -0.435; number 41, C, carries -0.968; number 42, H, carries 0.365; number 43, H, carries 0.250; number 44, H, carries 0.379; number 45, H, carries 0.757; number 46, H, carries 0.343; number 47, H, carries 0.379; number 48, H, carries 0.085; number 49, H, carries 0.373; number 50, H, carries 0.336; number 51, H, carries 0.346; number 52, H, carries 0.471; number 53, H, carries 0.277; number 54, H, carries 0.289; number 55, H, carries 0.320; number 56, H, carries 0.348; number 57, H, carries 0.412